[1]
{"formula": "C18H22MnN10OS", "method": "ωB97M-V with the def2-TZVPD basis set", "symbols": ["Mn", "N", "C", "N", "C", "N", "C", "C", "N", "C", "C", "N", "H", "H", "H", "H", "H", "N", "N", "C", "N", "S", "H", "H", "H", "H", "H", "C", "N", "N", "C", "O", "C", "C", "C", "C", "C", "C", "C", "C", "C", "H", "H", "H", "H", "H", "H", "H", "H", "H", "H", "H", "H"], "positions_angstrom": [[0.178, 1.473, -0.890], [3.346, 3.652, 0.772], [3.026, 2.552, 0.099], [1.705, 2.462, 0.052], [1.284, 3.567, 0.725], [2.246, 4.323, 1.178], [-0.152, 3.803, 0.859], [-0.713, 4.782, 1.666], [-2.029, 4.935, 1.749], [-2.783, 4.100, 1.038], [-2.229, 3.106, 0.246], [-0.907, 2.966, 0.145], [4.264, 4.017, 0.982], [3.738, 1.862, -0.324], [-0.083, 5.439, 2.253], [-3.857, 4.220, 1.103], [-2.855, 2.411, -0.298], [-1.436, 1.512, -2.473], [-1.007, 1.451, -3.802], [0.294, 1.604, -4.101], [0.616, 1.625, -5.389], [1.477, 1.748, -2.905], [-2.023, 0.704, -2.281], [-1.976, 2.360, -2.331], [-1.709, 1.436, -4.527], [-0.062, 1.543, -6.129], [1.583, 1.735, -5.645], [-0.831, -4.418, 2.004], [-1.220, -3.233, 1.245], [-0.309, -2.296, 0.817], [-0.981, -1.247, 0.274], [-0.339, -0.261, -0.225], [-2.350, -1.539, 0.375], [-2.452, -2.776, 0.986], [-3.664, -3.553, 1.367], [1.107, -2.491, 0.866], [1.677, -3.560, 0.193], [3.049, -3.748, 0.268], [3.834, -2.864, 0.996], [3.251, -1.786, 1.649], [1.878, -1.597, 1.591], [0.139, -4.248, 2.460], [-0.781, -5.295, 1.362], [-1.565, -4.579, 2.788], [-3.167, -0.924, 0.040], [-4.554, -3.049, 1.001], [-3.746, -3.641, 2.452], [-3.638, -4.559, 0.948], [1.057, -4.234, -0.385], [3.504, -4.583, -0.247], [4.903, -3.021, 1.061], [3.863, -1.105, 2.226], [1.402, -0.777, 2.114]], "nbo_charge": [1.139, -0.307, 0.237, -0.548, 0.283, -0.198, 0.115, 0.059, -0.309, 0.027, 0.000, -0.438, 0.450, 0.248, 0.242, 0.232, 0.200, -0.632, -0.427, 0.332, -0.736, -0.193, 0.401, 0.389, 0.405, 0.417, 0.440, -0.426, -0.137, -0.213, 0.587, -0.828, -0.413, 0.278, -0.663, 0.166, -0.234, -0.187, -0.180, -0.201, -0.233, 0.246, 0.228, 0.238, 0.235, 0.251, 0.249, 0.250, 0.231, 0.239, 0.237, 0.228, 0.227], "total_charge": 2, "s2": 0.9421, "spin_multiplicity": 2, "homo_lumo_gap_ev": [8.29, 8.21], "e_homo_ha": [-0.5124, -0.5128]}

[2]
{"formula": "C21H21N3O4", "method": "ωB97M-V with the def2-TZVPD basis set", "symbols": ["C", "C", "C", "N", "C", "O", "N", "C", "C", "C", "C", "C", "C", "H", "H", "H", "H", "H", "H", "C", "C", "C", "O", "N", "C", "O", "C", "C", "C", "C", "C", "C", "H", "H", "O", "C", "H", "H", "H", "H", "H", "H", "H", "H", "H", "H", "H", "H", "H"], "positions_angstrom": [[-2.061, -4.542, -1.877], [-2.070, -3.266, -1.542], [-2.687, -2.735, -0.276], [-1.811, -1.788, 0.391], [-1.911, -0.413, 0.359], [-0.927, 0.268, 0.586], [-3.163, 0.090, 0.152], [-3.543, 1.434, 0.061], [-2.629, 2.476, -0.054], [-3.085, 3.778, -0.158], [-4.441, 4.058, -0.151], [-5.351, 3.021, -0.043], [-4.908, 1.717, 0.062], [-5.623, 0.909, 0.145], [-6.412, 3.226, -0.039], [-4.787, 5.078, -0.232], [-2.368, 4.581, -0.246], [-1.574, 2.262, -0.056], [-3.939, -0.555, 0.164], [-0.465, -2.260, 0.675], [-0.024, -2.059, 2.122], [1.337, -1.393, 2.037], [2.088, -1.181, 2.950], [1.584, -1.093, 0.712], [0.574, -1.478, -0.145], [0.551, -1.321, -1.336], [2.723, -0.365, 0.278], [3.126, 0.768, 0.966], [4.240, 1.476, 0.552], [4.958, 1.058, -0.564], [4.538, -0.080, -1.257], [3.434, -0.789, -0.838], [3.116, -1.666, -1.380], [5.101, -0.390, -2.122], [6.065, 1.677, -1.057], [6.538, 2.830, -0.405], [7.417, 3.145, -0.964], [5.794, 3.634, -0.419], [6.825, 2.618, 0.630], [4.534, 2.352, 1.107], [2.568, 1.098, 1.827], [0.043, -2.983, 2.695], [-0.696, -1.379, 2.648], [-0.408, -3.310, 0.375], [-3.631, -2.251, -0.535], [-2.908, -3.557, 0.416], [-1.604, -2.516, -2.166], [-1.617, -4.883, -2.795], [-2.510, -5.298, -1.253]], "nbo_charge": [-0.382, -0.202, -0.242, -0.446, 0.802, -0.655, -0.632, 0.241, -0.271, -0.184, -0.237, -0.192, -0.277, 0.202, 0.214, 0.213, 0.215, 0.255, 0.394, -0.145, -0.503, 0.718, -0.564, -0.492, 0.748, -0.583, 0.081, -0.112, -0.324, 0.308, -0.254, -0.169, 0.228, 0.225, -0.491, -0.252, 0.200, 0.176, 0.177, 0.220, 0.223, 0.239, 0.254, 0.244, 0.206, 0.203, 0.230, 0.208, 0.188], "total_charge": 0, "e_above_lowest_kcal_mol": 41.6, "homo_lumo_gap_ev": 8.76, "smiles": "C=CCN(C(=O)Nc1ccccc1)[C@@H]1CC(=O)N(c2ccc(OC)cc2)C1=O", "e_homo_ha": -0.3028}

[3]
{"formula": "C22H28NO2", "method": "ωB97M-V with the def2-TZVPD basis set", "symbols": ["C", "N", "C", "C", "C", "C", "H", "H", "H", "H", "H", "H", "H", "H", "H", "H", "H", "C", "O", "C", "C", "C", "C", "C", "C", "C", "C", "C", "C", "C", "O", "C", "C", "C", "C", "C", "H", "H", "H", "H", "H", "H", "H", "H", "H", "H", "H", "H", "H", "H", "H", "H", "H"], "positions_angstrom": [[0.406, 0.542, 3.668], [-0.320, 0.535, 2.343], [-1.213, -0.730, 2.318], [-2.672, -0.248, 2.240], [-2.675, 1.287, 2.239], [-1.234, 1.783, 2.302], [1.100, 1.390, 3.681], [-0.349, 0.643, 4.457], [0.948, -0.402, 3.797], [-0.896, -1.403, 1.508], [-1.031, -1.257, 3.271], [-3.158, -0.675, 1.351], [-3.190, -0.616, 3.139], [-3.169, 1.706, 1.355], [-3.183, 1.663, 3.135], [-1.021, 2.349, 3.214], [-0.914, 2.396, 1.457], [3.951, -5.072, 1.634], [4.155, -3.791, 2.282], [3.393, -2.743, 1.861], [3.644, -1.479, 2.445], [2.822, -0.410, 2.156], [1.661, -0.567, 1.377], [0.660, 0.579, 1.228], [-0.018, 0.610, -0.137], [-0.271, 1.761, -0.826], [-0.725, 1.839, -2.205], [-1.005, 3.100, -2.792], [-1.438, 3.226, -4.090], [-1.617, 2.076, -4.892], [-2.106, 2.282, -6.145], [-2.551, 1.152, -6.931], [-1.307, 0.804, -4.347], [-0.872, 0.699, -3.027], [1.478, -1.784, 0.719], [2.317, -2.878, 0.948], [4.652, -5.737, 2.141], [2.916, -5.430, 1.766], [4.192, -5.013, 0.558], [4.510, -1.383, 3.097], [3.053, 0.564, 2.580], [1.184, 1.542, 1.401], [-0.199, -0.354, -0.624], [-0.061, 2.722, -0.359], [-0.887, 3.996, -2.187], [-1.680, 4.194, -4.530], [-3.051, 1.604, -7.795], [-1.684, 0.551, -7.261], [-3.261, 0.516, -6.371], [-1.425, -0.082, -4.971], [-0.636, -0.291, -2.634], [0.658, -1.939, 0.013], [2.120, -3.830, 0.442]], "nbo_charge": [-0.407, -0.240, -0.211, -0.419, -0.437, -0.199, 0.225, 0.226, 0.247, 0.243, 0.226, 0.239, 0.232, 0.244, 0.233, 0.221, 0.237, -0.262, -0.482, 0.344, -0.256, -0.175, -0.158, -0.009, -0.292, -0.111, -0.170, -0.144, -0.261, 0.349, -0.486, -0.261, -0.323, -0.089, -0.117, -0.324, 0.218, 0.183, 0.190, 0.244, 0.215, 0.217, 0.206, 0.198, 0.212, 0.239, 0.216, 0.186, 0.186, 0.228, 0.196, 0.201, 0.234], "total_charge": 1, "e_above_lowest_kcal_mol": 8.3, "homo_lumo_gap_ev": 8.15, "smiles": "COc1ccc(/C=C/[C@H](c2ccc(OC)cc2)[N+]2(C)CCCC2)cc1", "e_homo_ha": -0.3863}